21
Properties=species:S:1:pos:R:3:forces:R:3:nbo_charge:R:1 method="wB97M-V/def2-TZVPD" largest_force_ha_per_bohr=0.1231 relative_energy_kcal_mol=62.5 energy_ha=-681.93167 smiles="CN(C=O)C(=O)N(C)C(=C=O)C=O" homo_lumo_gap_ev=9.34 mol_weight_g_mol=184.15
C -2.45079 -0.68364 0.43003 -0.2 -6.0 -2.0 -0.4066
N -1.03436 -0.84040 0.28058 1.1 1.0 0.4 -0.5105
C -0.49517 -1.92214 -0.41982 1.5 0.3 1.7 0.5546
O -1.04792 -2.92120 -0.75523 -1.4 -0.3 -0.6 -0.5473
C -0.25038 0.11757 1.07046 -0.7 -0.9 -0.1 0.8102
O -0.62814 0.48613 2.15668 -0.2 -0.2 -0.1 -0.5956
N 0.90090 0.57372 0.52481 1.3 -1.4 -1.2 -0.4259
C 1.87124 1.21159 1.43512 -4.0 2.3 -1.5 -0.3855
C 1.08263 0.52759 -0.90447 -0.8 -0.1 1.0 -0.2850
C 1.86161 -0.35532 -1.54244 2.6 0.5 -1.6 0.7714
O 2.68871 -0.84452 -2.20936 -2.0 0.3 1.5 -0.3739
C 0.05557 1.22177 -1.70367 -0.5 1.4 -0.1 0.3975
O 0.04569 1.47758 -2.87359 0.7 -0.7 -1.0 -0.5136
H -2.84532 -0.19258 -0.35905 -1.1 1.9 -2.8 0.1922
H -2.97566 -1.73510 0.31526 1.2 1.9 0.6 0.2225
H -2.76765 -0.23242 1.25408 -0.7 1.7 3.8 0.2257
H 0.61120 -1.91316 -0.49741 -0.3 0.4 0.2 0.1026
H 1.77768 0.86144 2.39251 -0.4 -1.1 2.2 0.2280
H 2.82929 1.21950 1.14583 3.4 -0.7 -1.6 0.2060
H 1.56434 2.26022 1.43037 0.2 0.2 0.5 0.2005
H -0.79345 1.68339 -1.17069 0.2 -0.4 1.0 0.1326

---

122
Properties=species:S:1:pos:R:3:forces:R:3:mulliken_charge:R:1 method="wB97M-V/def2-TZVPD" total_charge=-1 largest_force_ha_per_bohr=0.0482 relative_energy_kcal_mol=0.0 energy_ha=-3983.13111 homo_lumo_gap_ev="4.27 / 3.65" mol_weight_g_mol=932.75
Ca 2.84217 -0.72146 1.25310 0.2 -0.6 -0.9 1.2794
C 0.97513 1.69122 2.01518 1.1 -1.0 0.6 0.0632
Si -0.68461 1.35893 1.34837 -0.4 -0.2 0.2 1.0282
C -1.88027 1.53409 2.90777 1.2 0.6 -0.8 0.9390
C -1.90050 2.37281 4.03787 -0.7 0.4 -0.2 -0.7314
C -2.97313 2.30069 4.90912 -0.7 -0.7 -0.6 -0.6945
C -3.93360 1.25834 4.72212 0.5 0.3 1.0 -0.7123
C -3.73299 0.20793 3.84074 1.3 1.2 -1.2 -0.9310
C -2.73771 0.46168 2.82736 -1.5 -1.0 0.5 -0.6032
P -2.35661 -0.42167 1.26392 -0.7 -0.1 0.7 -0.0572
C -3.91196 -0.53993 0.23880 -0.3 -0.8 -0.1 0.7689
C -3.78283 0.66724 -0.68300 -1.0 1.0 -0.6 -0.1939
C -4.94317 0.79839 -1.73512 -0.1 0.3 0.7 -1.0107
C -6.35059 0.69429 -1.03526 0.9 -0.6 0.1 -0.7917
C -6.40559 -0.55679 -0.10693 0.7 0.3 -0.3 -0.8389
C -5.28831 -0.53700 0.95902 0.0 -0.4 0.0 -0.4101
C -1.79053 -2.04172 1.85504 0.6 -0.2 -0.5 1.1336
C -2.85989 -2.98163 2.42288 0.0 -0.9 1.1 -0.4295
C -3.31835 -4.07337 1.42099 0.0 0.4 1.2 -0.8361
C -2.19106 -4.96412 0.88824 -0.4 -0.2 0.3 -1.0544
C -0.88136 -4.20048 0.92874 0.2 -0.3 -0.2 -0.7427
C -1.05131 -2.71665 0.69815 0.9 -0.1 -0.6 1.1770
C -0.97046 2.59013 -0.09538 0.4 -1.3 -0.3 0.3484
C -1.90807 3.59283 0.03637 -0.1 0.8 0.8 -0.3321
C -2.22087 4.47490 -0.97488 -0.2 -0.2 -1.5 -0.8234
C -1.71749 4.24938 -2.27119 0.4 -1.2 1.6 -1.1870
C -0.80270 3.20137 -2.43019 0.2 0.0 0.1 -0.9055
C -0.36393 2.38432 -1.36737 -0.6 0.8 0.2 0.0964
P 0.99815 1.15590 -1.55535 0.3 -0.4 -0.7 1.3437
C 2.24148 2.22150 -2.58041 0.8 -0.8 0.3 -0.0587
C 3.33783 1.39709 -3.34082 -1.0 -0.1 -0.2 0.4255
C 4.42181 2.34127 -3.91844 -1.3 0.5 -2.0 -0.8976
C 4.19847 3.84790 -3.73150 -0.3 -0.6 0.9 -0.7081
C 4.10802 4.07227 -2.20542 0.0 -1.3 0.2 -0.8514
C 2.97271 3.15815 -1.55476 -0.9 0.9 -0.7 -0.2951
C 0.17631 -0.17510 -2.67885 0.8 1.6 -0.9 1.0226
C 1.00198 -1.43571 -2.79979 0.5 -0.4 -0.3 -0.0044
C 0.13309 -2.58181 -3.31812 -0.5 -0.5 0.5 -0.4426
C -0.92028 -2.21657 -4.38008 0.0 0.2 -0.5 -0.7813
C -0.76642 -0.80916 -5.01165 -0.1 -0.2 -0.6 -0.8361
C -0.24987 0.33685 -4.10546 -1.1 -0.6 1.0 -0.4812
H 1.00037 2.63434 2.49271 0.3 1.3 0.7 0.4770
H 1.68750 1.71035 1.19809 0.3 0.1 0.0 -0.7778
H 1.26759 0.93120 2.77864 -0.1 0.5 -0.4 -0.2469
H -1.23805 3.21348 4.17564 0.5 -0.1 -0.2 0.4444
H -3.09169 3.07050 5.68421 -0.1 -0.5 -0.3 0.3658
H -4.81857 1.27043 5.34131 0.0 -0.2 0.3 0.3938
H -4.28681 -0.71935 3.89314 -0.3 0.3 -0.2 0.3850
H -3.83205 -1.46839 -0.39660 0.0 0.6 0.7 0.4858
H -2.83481 0.68354 -1.23295 0.0 -0.1 0.2 -0.2594
H -3.77897 1.56687 -0.02396 0.0 -0.3 -0.5 0.1778
H -4.75943 0.04673 -2.53407 -0.5 0.2 0.5 0.3892
H -4.88009 1.79485 -2.21757 0.1 -0.5 0.2 0.4079
H -7.16554 0.65299 -1.77613 0.3 0.1 0.2 0.4198
H -6.49073 1.60309 -0.40867 0.0 -0.4 -0.4 0.2770
H -6.24703 -1.47542 -0.70837 -0.4 0.4 0.2 0.3351
H -7.35710 -0.59869 0.41054 -0.4 -0.2 -0.1 0.4686
H -5.37616 -1.45818 1.60240 0.0 0.9 -0.5 0.1147
H -5.43444 0.36473 1.60547 0.4 -0.6 -0.4 0.3405
H -1.00641 -1.81812 2.62202 -0.6 0.0 -0.4 0.0649
H -3.77828 -2.46832 2.75292 0.4 0.0 0.0 0.0186
H -2.42532 -3.48349 3.35184 -0.6 0.5 -1.1 0.4395
H -3.87896 -3.57275 0.63289 0.1 0.0 -0.3 0.1047
H -4.05042 -4.65647 1.96374 -0.4 -0.3 0.1 0.6326
H -2.54176 -5.24874 -0.12068 0.7 -0.1 0.2 0.2875
H -2.03247 -5.89351 1.48648 -0.6 0.5 -0.4 0.3413
H -0.14330 -4.56799 0.20011 -0.5 0.0 0.2 0.2738
H -0.33630 -4.32562 1.89180 -0.5 -0.1 -0.4 0.0998
H -1.49896 -2.55600 -0.30972 -0.1 0.1 0.5 -0.3986
H 0.01350 -2.37345 0.63559 -0.8 0.2 -0.1 -0.4951
H -2.35571 3.75729 1.01326 -0.1 -0.1 0.0 0.4003
H -2.94444 5.25917 -0.82403 -0.1 0.2 0.2 0.3888
H -2.06596 4.77709 -3.12352 -0.1 0.6 -0.5 0.4599
H -0.40018 2.99372 -3.41452 0.0 0.2 0.0 0.2663
H 1.70402 2.76995 -3.36638 0.0 0.2 0.4 0.5080
H 2.80872 0.82060 -4.15188 0.7 0.5 0.6 0.3964
H 3.83431 0.66608 -2.68840 -0.4 0.2 0.0 -0.9556
H 4.50772 2.21717 -5.01603 0.0 -0.4 0.4 0.2690
H 5.35539 2.09999 -3.50329 1.3 -0.4 0.6 0.4395
H 3.30581 4.20485 -4.28256 0.2 -0.2 0.5 0.3181
H 5.03193 4.39806 -4.16575 0.2 0.0 0.1 0.4366
H 4.00795 5.12403 -2.00894 -0.4 0.5 0.4 0.3559
H 5.06021 3.75218 -1.71127 -0.5 0.2 -0.7 0.3716
H 2.20325 3.77784 -1.07320 0.1 0.2 -0.2 0.4074
H 3.33229 2.55732 -0.72379 0.5 -0.3 -0.2 -0.3460
H -0.73047 -0.41629 -2.15258 -0.6 -0.1 0.5 -0.6693
H 1.44846 -1.82779 -1.87636 -0.1 0.4 0.2 -0.4719
H 1.86583 -1.25095 -3.46500 -0.3 0.0 0.0 0.4374
H -0.36736 -3.10343 -2.45903 0.4 0.7 -0.5 -0.2692
H 0.78294 -3.34782 -3.70249 0.4 -0.3 -0.2 0.6495
H -1.92124 -2.31488 -3.96386 -0.1 0.0 0.1 0.3370
H -0.85669 -2.92970 -5.23240 -0.2 0.3 0.6 0.3235
H -1.74297 -0.47574 -5.42854 0.6 -0.4 0.0 0.3053
H -0.08308 -0.95921 -5.87331 -0.3 0.4 0.4 0.3219
H -1.06496 1.07926 -3.99802 0.4 -0.4 0.1 0.1429
H 0.52671 0.84532 -4.63924 0.8 0.3 0.0 0.0383
O 4.12922 1.40538 1.81340 1.2 1.1 0.3 -0.4736
H 4.77130 1.37332 1.04168 0.0 -0.3 0.4 0.3021
H 4.51976 2.10382 2.40981 -0.8 -1.3 -0.9 0.2362
Te 2.22539 -3.78294 0.26931 1.5 1.4 0.4 -0.8940
N 8.03983 0.32083 -1.02348 -0.6 0.2 -0.9 -0.6803
N 6.70794 -0.12873 -0.89676 1.8 -1.1 0.4 1.0320
N 6.34565 -1.24119 -1.54968 -1.4 0.0 -1.3 -1.0629
C 5.01737 -1.22902 -1.37460 1.6 -1.2 0.7 -0.4503
N 4.60257 -0.29423 -0.51072 -0.6 0.2 -0.4 -0.1679
N 5.69809 0.55768 -0.35938 -0.8 1.9 1.3 -0.8916
H 8.66065 -0.49648 -1.11624 -0.6 0.8 0.6 0.2463
H 8.26582 1.04453 -0.34621 -0.1 -0.8 0.1 0.2047
H 4.41046 -2.04700 -1.73561 -0.1 0.1 0.2 0.4123
C 1.96726 -2.02384 5.92294 0.5 -0.7 -0.8 -0.5712
C 2.14520 -3.10238 4.81861 -0.3 0.2 -0.5 -0.2512
C 3.06619 -2.38399 3.81727 0.6 -0.3 2.1 -0.2032
O 2.63215 -0.99936 3.81242 -0.6 -0.4 0.6 -0.3604
C 2.00980 -0.71444 5.13373 0.2 0.2 -0.8 -0.3758
H 2.89256 -2.05737 6.54198 -1.0 -0.1 0.1 0.2886
H 1.02130 -2.18399 6.46795 0.6 0.3 0.1 0.3368
H 1.22409 -3.25985 4.22653 0.1 0.0 0.5 -0.1461
H 2.47926 -4.10877 5.17726 0.0 1.0 -0.3 0.3805
H 2.96890 -2.86516 2.86134 0.0 0.0 -1.0 0.1395
H 4.10637 -2.37555 4.17625 -0.1 -0.2 -0.2 0.1937
H 1.03833 -0.27254 4.90472 -0.1 -0.2 0.2 0.0659
H 2.61411 0.03220 5.66400 0.0 -0.1 -0.3 0.2771

---

16
Properties=species:S:1:pos:R:3:forces:R:3:nbo_charge:R:1 method="wB97M-V/def2-TZVPD" total_charge=+1 largest_force_ha_per_bohr=0.0910 relative_energy_kcal_mol=149.0 energy_ha=-342.11979 homo_lumo_gap_ev="8.64 / 9.63" mol_weight_g_mol=101.13
C 2.68056 -1.21265 -0.10039 1.3 -2.2 -1.3 -0.1679
C -0.23273 0.07452 0.16526 3.2 1.8 -0.1 0.8023
C -2.33074 -1.05964 0.01834 -0.2 2.6 -3.8 -0.4291
C 0.31717 2.35253 0.09181 -1.2 4.5 -0.6 -0.2879
N 2.19010 -0.15547 0.21828 -1.8 2.1 0.9 -0.2170
N -0.89948 -0.98165 0.16234 -2.1 0.4 -0.3 -0.5536
O -0.63993 1.28267 0.12375 0.5 -2.1 0.5 -0.4422
H 3.76929 -1.37817 -0.04395 0.0 0.5 0.4 0.2539
H 2.24810 -2.07779 -0.60383 -0.7 -0.1 0.1 0.2178
H -2.56094 -1.85912 -0.61038 -0.2 -1.8 -0.7 0.2323
H -2.73945 -0.20907 -0.62166 0.6 -0.6 1.4 0.2368
H -2.76328 -1.15281 0.91661 -1.8 -0.1 3.2 0.2274
H 1.39849 2.28676 -0.02345 -0.3 -1.6 -0.3 0.2494
H 0.19835 2.98045 1.02158 -0.3 -0.9 -0.9 0.2243
H -0.14001 2.96076 -0.77026 1.2 -0.6 1.3 0.2220
H -0.49550 -1.85134 0.05596 1.8 -1.8 0.1 0.4316

---

69
Properties=species:S:1:pos:R:3:forces:R:3:nbo_charge:R:1 method="wB97M-V/def2-TZVPD" total_charge=+1 largest_force_ha_per_bohr=0.1276 multiplicity=4 relative_energy_kcal_mol=151.1 energy_ha=-2937.35487 homo_lumo_gap_ev="5.05 / 4.96" mol_weight_g_mol=494.44
Co -8.18452 -7.49736 -4.08591 -2.6 2.2 -1.2 1.6972
O -8.57384 -6.44433 -5.65856 0.0 -0.4 0.1 -1.2834
H -8.61421 -6.00343 -6.52948 0.4 -1.0 0.4 0.4890
C -8.35926 -4.57515 -9.50352 0.8 -0.1 0.6 -0.6138
C -9.05876 -4.60137 -10.83329 0.8 -1.5 0.7 -0.0598
C -8.75620 -5.89587 -11.61870 0.5 1.2 -0.4 -0.0785
O -9.40248 -5.85763 -12.87781 -0.5 -0.1 0.2 -0.5462
C -9.36185 -7.09344 -13.53599 0.4 -0.4 -0.7 -0.2512
N -10.46319 -4.54988 -10.49301 -0.1 0.6 -1.6 -0.8441
H -7.26963 -4.54839 -9.51299 0.1 0.4 -0.3 0.2031
H -8.56965 -5.46398 -8.90869 -0.5 -0.3 0.1 0.1610
H -8.78049 -3.70250 -9.00438 0.4 0.0 0.3 0.2329
H -8.62078 -3.77116 -11.38738 -0.7 0.3 -0.4 0.1915
H -9.08153 -6.79021 -11.08727 0.2 -0.1 0.4 0.1575
H -7.69129 -5.86772 -11.84954 0.5 -0.6 0.3 0.1642
H -9.43246 -6.91081 -14.60826 -0.2 0.0 0.1 0.1988
H -10.11321 -7.82704 -13.24380 -0.6 0.3 0.3 0.1623
H -8.43566 -7.64935 -13.39030 0.5 0.3 0.2 0.1615
H -10.62209 -5.17480 -9.71563 0.1 0.3 -0.1 0.3859
H -10.81025 -5.06800 -11.28749 -1.3 0.3 -0.2 0.3499
C -4.77194 -5.26588 -8.00870 0.4 2.5 -0.8 -0.6318
C -5.14988 -6.63052 -8.41262 -0.3 -1.0 -0.7 -0.0975
C -3.93362 -7.50425 -8.81623 0.1 0.6 0.7 -0.0612
O -3.16681 -7.08934 -9.95696 -1.7 -0.3 1.7 -0.5117
C -4.08230 -7.05483 -11.02891 1.4 0.0 -1.5 -0.2685
N -5.78067 -7.20369 -7.25300 -0.7 -1.3 2.0 -0.8485
H -4.54635 -4.61206 -8.85115 0.7 -0.3 -0.5 0.2278
H -3.92423 -5.22264 -7.32486 0.0 -0.2 0.0 0.2205
H -5.56451 -4.62719 -7.61883 -0.5 -0.7 0.6 0.2099
H -5.91498 -6.71256 -9.18462 0.3 0.7 -0.7 0.1800
H -4.32366 -8.50748 -8.98798 0.1 -0.3 -0.1 0.1570
H -3.31531 -7.50218 -7.91858 0.5 -0.2 -0.2 0.1916
H -3.42858 -7.17392 -11.89295 -0.3 0.4 -0.4 0.2011
H -4.62288 -6.11068 -11.09572 -0.2 -0.1 0.1 0.1745
H -4.74258 -7.92069 -11.07816 -0.3 0.0 0.4 0.1652
H -6.01144 -8.18525 -7.31115 0.6 -0.5 -0.5 0.3476
H -6.71401 -6.83955 -7.12500 0.1 0.7 0.0 0.3481
C -8.77639 -4.87392 -2.40037 -0.3 0.8 -0.1 0.8020
O -8.75973 -5.98973 -2.90210 1.4 -2.9 -0.7 -0.8258
N -9.56816 -3.96857 -2.88775 -2.2 1.5 -1.1 -0.7857
N -8.07967 -4.46822 -1.37738 1.7 -0.2 2.2 -0.7915
H -9.73043 -3.09601 -2.40566 0.1 0.0 -0.6 0.4118
H -10.02813 -4.18296 -3.76100 -0.2 0.3 0.2 0.4204
H -8.45048 -3.71098 -0.82132 0.7 -0.1 0.0 0.4148
H -7.28365 -5.01514 -1.08186 -0.4 0.2 0.4 0.4211
C -11.10774 -7.50817 -8.35272 1.5 -1.6 1.2 0.7623
O -11.16098 -6.41117 -8.74134 -0.1 5.2 -1.0 -0.6736
N -10.14264 -7.99718 -7.58108 2.4 -0.4 1.8 -0.8498
N -11.96541 -8.40492 -8.64764 -3.9 -4.3 -1.0 -0.8058
H -9.43643 -7.37132 -7.22099 -0.3 -0.6 0.0 0.3975
H -10.11581 -8.97518 -7.33029 0.2 0.4 0.0 0.3861
H -12.69326 -8.26781 -9.33433 0.2 0.1 0.3 0.4200
H -11.94256 -9.24541 -8.08803 -0.5 0.0 -0.6 0.3811
C -8.42315 -3.03629 -6.20928 -0.1 6.4 -1.4 0.7393
O -8.20584 -1.84359 -6.42524 -0.2 -0.2 0.0 -0.6667
N -7.49328 -3.88356 -5.99590 4.3 -2.8 0.9 -0.8406
N -9.59997 -3.58320 -6.13087 -3.4 -2.3 0.8 -0.8623
H -6.55907 -3.50520 -5.93107 -0.1 -0.5 -0.1 0.4225
H -7.73264 -4.86421 -5.96225 1.3 0.4 0.5 0.3858
H -9.41771 -4.50816 -5.76848 -1.9 -0.2 -0.1 0.3700
H -10.50137 -3.20350 -6.38266 0.5 0.0 -0.1 0.4286
C -11.33722 -6.78926 -3.84068 1.4 -1.4 0.0 0.7899
O -10.54465 -7.75638 -3.88768 1.0 -0.8 0.3 -0.7946
N -12.05585 -6.46685 -2.82010 -1.5 -0.4 4.3 -0.7935
N -11.51898 -6.00419 -4.83873 0.6 2.2 -4.0 -0.8038
H -11.96960 -7.05962 -2.00691 -0.2 0.2 0.0 0.4163
H -12.56835 -5.60273 -2.71640 0.1 -0.3 -0.2 0.4074
H -12.10861 -5.18417 -4.83825 0.0 -0.4 -0.1 0.4045
H -10.86364 -6.15041 -5.59321 -0.3 0.2 -0.3 0.4305

---

16
Properties=species:S:1:pos:R:3:forces:R:3:nbo_charge:R:1 method="wB97M-V/def2-TZVPD" largest_force_ha_per_bohr=0.0921 relative_energy_kcal_mol=113.1 energy_ha=-400.04122 smiles=COO[C@](C)(N)O homo_lumo_gap_ev=10.84 mol_weight_g_mol=107.11
C -2.50250 -0.07089 0.14214 -0.5 -2.2 2.2 -0.2552
O -1.27892 -0.33554 1.08737 -1.9 2.7 -3.4 -0.3043
O -0.50037 0.60962 0.26505 1.2 -1.0 0.5 -0.2960
C 0.73052 0.00028 -0.13810 1.9 0.4 -0.1 0.6149
C 1.83720 0.64436 0.68868 0.2 0.3 0.2 -0.6490
N 0.90835 0.30106 -1.53838 -0.4 0.1 0.0 -0.8309
O 0.82360 -1.39076 -0.00126 -1.2 -0.2 0.6 -0.7337
H -2.60335 0.82723 -0.46815 1.1 0.1 0.5 0.2157
H -2.51102 -0.95843 -0.48807 -0.2 0.1 -0.1 0.1895
H -3.33460 -0.04699 0.84381 -0.2 -0.4 -0.1 0.1859
H 1.65973 0.44770 1.74977 0.0 -0.1 -0.1 0.2135
H 1.85174 1.72883 0.55034 -0.1 -0.2 -0.1 0.2217
H 2.81749 0.23858 0.42237 -0.2 0.0 0.0 0.2114
H 0.12019 -0.12506 -2.01825 0.0 0.1 -0.1 0.3590
H 1.71786 -0.22806 -1.84975 0.1 0.2 0.0 0.3668
H 0.26407 -1.64193 0.75244 0.2 -0.1 -0.1 0.4907